No. 1
C6H8BrIN2O as an isolated structure, computed with ωB97M-V/def2-TZVPD.

Output
- ΔE to the lowest compared entry with this formula, charge and spin: 54.9 kcal/mol

The geometry in XYZ format:
```
19
Properties=species:S:1:pos:R:3:forces:R:3:lowdin_charge:R:1
C 1.411140 -1.780182 1.267834 1.7 0.6 -4.9 -0.22
C 0.895188 -0.592845 -1.178312 1.1 -1.1 -0.7 -0.72
C -1.534189 0.842475 1.482278 1.4 0.8 -0.8 -0.11
C -1.764083 0.580176 -0.037235 1.2 2.6 -0.4 -0.22
C -0.555796 1.160032 -0.908055 -1.0 0.1 3.8 -0.15
C 2.072508 -1.473018 -0.728823 -0.7 -0.8 3.4 -1.14
N 0.986171 -1.940967 2.311079 -0.7 -0.2 1.8 0.04
N 0.673868 0.508108 -0.504368 0.0 -0.6 -0.8 0.06
O 0.275212 -0.930623 -2.151701 -0.5 -0.9 -0.8 0.05
Br 2.168542 -3.185768 -1.502303 -0.1 0.4 0.1 0.76
I 3.936186 -0.540337 -0.462479 -0.1 0.0 -0.1 0.92
H -0.880289 -0.020112 1.851982 -1.1 1.4 0.1 0.05
H -0.894942 1.867570 1.559630 -1.7 -2.3 0.2 0.11
H -2.543349 0.942548 1.963551 1.3 -0.2 0.0 0.07
H -2.620549 1.195173 -0.400967 0.2 -1.0 0.2 0.11
H -1.784098 -0.458076 -0.275331 -0.7 -0.8 -0.1 0.09
H -0.762470 0.949788 -1.919918 0.2 0.4 -1.2 0.10
H -0.425016 2.172867 -0.567110 -0.3 0.8 -0.7 0.11
H 1.345967 0.703191 0.200250 -0.2 0.9 0.9 0.10
```
Positions in Å, forces in eV/Å.

=====

No. 2
One molecule with the formula C6H8BrNO4S, computed with ωB97M-V/def2-TZVPD.

Output
- ΔE to the lowest compared entry with this formula, charge and spin: 73.4 kcal/mol
- SMILES: C[C@@H]1[C@H](Br)OS(=O)(=O)C[C@H]1N=C=O

The geometry in XYZ format:
```
21
Properties=species:S:1:pos:R:3:forces:R:3:lowdin_charge:R:1
C -0.028728 0.121125 2.285430 0.3 -0.2 -0.1 -0.12
C 0.358493 -0.201656 0.733289 -0.8 -0.8 0.5 -0.34
C 1.628772 0.634731 0.193820 -0.7 -0.3 1.7 -0.62
Br 1.349581 2.553815 0.774423 0.4 -1.1 -0.6 0.71
O 1.764859 0.686774 -1.252811 -1.2 -2.1 1.0 -0.30
S 1.198206 -0.705461 -2.009122 2.0 -2.5 -7.3 0.78
O 2.095762 -1.911951 -1.886262 -2.4 3.3 1.8 -0.32
O 1.127607 -0.370636 -3.502347 -0.3 0.2 4.9 -0.35
C -0.593298 -1.064850 -1.525287 -0.6 0.3 2.0 -0.12
C -0.895863 -0.033035 -0.285875 2.2 0.2 -1.3 -0.34
N -2.242782 -0.248390 0.345101 -1.7 5.8 -0.2 0.11
C -2.760963 0.972890 0.418304 0.0 2.3 0.6 -0.15
O -3.158917 2.165750 0.527821 2.2 -8.0 -0.7 0.11
H -0.579660 1.121300 2.415719 1.1 -1.4 -0.3 0.06
H 0.963539 0.132387 2.895464 -1.9 0.0 -1.0 0.10
H -0.740881 -0.693077 2.715600 1.4 1.3 -1.0 0.10
H 0.652573 -1.331695 0.731880 -0.3 1.9 -0.1 0.15
H 2.557835 0.233174 0.744744 -1.3 0.9 -1.3 0.14
H -0.594376 -2.170207 -1.170706 0.1 2.0 -0.5 0.13
H -1.310012 -0.926383 -2.408245 1.6 0.0 1.1 0.13
H -0.791748 1.035395 -0.740937 -0.3 -1.8 0.7 0.15
```
Positions in Å, forces in eV/Å.

=====

No. 3
C6H8CaLiO6 as an isolated structure, computed with ωB97M-V/def2-TZVPD.

Output
- ΔE to the lowest compared entry with this formula, charge and spin: 2.0 kcal/mol
- Charge: +1

The geometry in XYZ format:
```
22
Properties=species:S:1:pos:R:3:forces:R:3:lowdin_charge:R:1
O -2.136642 0.795569 -0.403099 0.4 -0.7 -0.6 -0.05
C -1.350601 0.189075 0.504307 -0.8 -0.3 1.3 -0.47
C -2.488561 -0.206487 -1.376069 -0.2 0.1 -0.2 -0.13
O -0.068256 -0.184525 0.085046 0.2 -0.2 -0.4 0.04
O -2.169570 -1.273341 0.703487 1.5 1.9 0.5 -0.22
C -2.845087 -1.434242 -0.521938 -0.3 -0.3 -0.3 -0.21
H -1.618295 -0.413913 -2.013299 -0.3 0.1 0.0 0.13
H -3.345684 0.178387 -1.939196 0.4 -0.1 0.0 0.13
H -2.486251 -2.344888 -1.028761 -0.3 0.2 0.2 0.13
H -3.929415 -1.486888 -0.339368 0.3 -0.1 -0.1 0.12
O 1.307131 1.579045 0.614106 0.0 0.1 0.5 0.02
C 0.951107 0.282015 0.959189 -0.3 0.3 -1.5 -0.79
C 2.163021 1.483144 -0.513497 0.1 0.1 -0.4 -0.11
O 0.663182 0.157499 2.254561 1.4 -0.4 0.6 -0.37
O 2.096621 -0.510154 0.665215 0.2 -0.5 0.5 -0.09
C 2.964267 0.212082 -0.213935 0.3 0.1 -0.4 -0.10
H 2.781043 2.384383 -0.561218 -0.2 -0.2 0.0 0.14
H 1.573632 1.388497 -1.436886 0.1 0.0 0.2 0.14
H 3.902492 0.425066 0.314190 -0.2 0.0 -0.2 0.13
H 3.165327 -0.388627 -1.107938 0.0 0.1 0.2 0.14
Ca -1.318611 0.076376 2.730300 -2.2 -0.4 0.6 1.59
Li 2.189147 -0.908071 2.624801 -0.1 0.2 -0.6 0.84
```
Positions in Å, forces in eV/Å.

=====

HOMO energy, record by record: -10.09 -10.77 -11.17 eV
Gap between HOMO and LUMO, record by record: 8.76 10.80 6.97 eV
Max |F|, record by record: 5.3 8.3 2.5 eV Å⁻¹